No. 1
# C6H10O

A single C6H10O molecule (wB97M-V/def2-TZVPD, the OMol25 dataset).

XYZ file:
```
17
Properties=species:S:1:pos:R:3:forces:R:3:mulliken_charge:R:1
C -2.3297 -0.2689 -0.0290 -0.1 -0.1 0.0 -1.23
C -1.0547 0.4492 0.4225 0.1 0.1 0.0 -0.18
C 0.1452 -0.4477 0.3593 -0.1 -0.1 0.0 0.57
C 1.7065 1.3626 -0.3898 0.0 0.1 0.0 -1.51
O -0.1049 -1.6428 0.8627 0.2 0.1 -0.1 -0.40
C 1.3773 -0.1062 -0.2105 0.2 -0.1 -0.1 0.30
C 2.2204 -1.0688 -0.7795 -0.3 0.0 0.3 -0.58
H -3.1787 0.4195 -0.0339 0.1 0.0 0.0 0.36
H -2.5702 -1.1033 0.6336 0.0 0.1 -0.1 0.32
H -2.2049 -0.6609 -1.0439 -0.1 0.0 0.1 0.32
H -1.1675 0.7940 1.4594 0.1 0.0 -0.1 0.28
H -0.8705 1.3321 -0.1944 0.0 -0.1 0.1 0.26
H 2.7600 1.4336 -0.6711 -0.2 0.0 0.0 0.41
H 1.1131 1.8522 -1.1732 0.1 -0.1 0.1 0.30
H 1.5652 1.9222 0.5421 0.0 0.0 -0.1 0.35
H 0.7244 -2.1587 0.8060 -0.1 0.0 -0.1 0.25
H 1.8689 -2.1082 -0.5605 0.0 0.2 0.0 0.18
```
Positions in Å, forces in eV/Å.

The LUMO energy (alpha / beta) is -0.31 / -0.31 eV. The value obtained for the energy relative to the best compared isomer or geometry (same formula, charge and spin) is 3.274 eV. The calculation puts the HOMO energy (alpha / beta) at -7.828 / -7.826 eV. Its total energy is -8427.96594 eV.

No. 2
# C31H55MoO5SSi

A molecular structure, C31H55MoO5SSi at a distorted geometry (wB97M-V/def2-TZVPD, the OMol25 dataset).

XYZ file:
```
94
Properties=species:S:1:pos:R:3:forces:R:3:mulliken_charge:R:1
O 6.0075 -0.6666 1.3128 -1.5 -0.2 1.2 -0.59
C 5.5950 -2.0287 1.5945 -0.3 -0.1 -0.8 0.80
C 5.5004 -1.8060 3.0915 0.7 0.4 -0.2 -1.05
H 6.3364 -2.7223 1.1974 0.0 -0.2 0.3 0.46
H 4.6267 -2.2234 1.1385 0.2 -0.2 -0.1 -1.05
C 5.9384 -0.3803 2.7564 1.3 1.4 -0.2 1.45
H 6.2281 -2.3547 3.6609 0.0 -0.3 0.5 0.38
H 4.4957 -1.8070 3.5207 0.3 -0.4 0.0 0.31
C 7.3581 0.1117 2.9508 0.7 0.5 0.2 -1.57
H 8.0653 -0.5544 2.4494 -0.1 -0.3 0.4 0.40
H 7.6671 0.2889 3.9827 -0.1 0.0 0.0 0.39
H 7.4993 1.0518 2.3653 -0.4 -0.4 0.6 0.33
C 4.9236 0.6392 3.2352 -0.6 0.1 -0.1 -1.36
H 3.9010 0.2761 3.0439 0.2 0.1 0.1 0.16
H 4.9870 1.6421 2.7883 0.3 -0.3 0.1 0.29
H 5.0187 0.7151 4.3332 0.0 0.1 -0.4 0.43
Mo 1.3751 -0.2809 -0.6858 -0.7 -1.2 2.0 0.15
C 0.7575 -1.2578 1.2558 -0.2 -0.8 -0.4 -0.75
C 0.1334 -2.0047 0.1954 0.3 -0.3 1.2 -1.08
C 1.1479 -2.8166 -0.4234 0.5 0.8 0.0 -1.34
H -0.9378 -2.0781 0.0683 0.2 0.1 -0.3 1.12
C 2.3983 -2.5481 0.2081 -1.1 -0.2 0.0 0.09
C 2.1747 -1.5550 1.2178 -0.7 -0.3 -0.4 0.54
H 2.9064 -1.1919 1.9451 -0.3 -0.1 -0.5 -0.09
H 0.2175 -0.6848 2.0176 0.3 -0.2 -0.5 0.72
H 0.9976 -3.5332 -1.2307 0.0 0.3 0.3 0.45
H 3.2952 -3.1682 0.0725 -0.4 0.8 -0.3 0.57
C 0.8137 1.7035 0.1614 0.8 0.4 0.5 -0.20
C 1.8897 1.2727 0.9994 -0.3 0.7 -0.6 -0.19
C 3.0567 1.0708 0.1854 -0.6 0.6 0.1 -0.22
H 1.8526 1.2754 2.0826 -0.1 -0.8 -0.2 0.58
C 2.7742 1.5817 -1.1045 -0.8 0.7 -0.1 0.00
C 1.3803 1.9350 -1.1253 0.8 -0.2 -0.7 -0.88
H 0.8353 2.2518 -2.0003 -0.1 0.1 0.0 0.51
H -0.2289 1.8039 0.4376 0.2 0.2 0.0 0.22
H 4.0094 0.6708 0.5070 -0.1 0.1 0.1 0.14
H 3.5151 1.7847 -1.8733 -0.4 -0.5 0.0 0.48
O 4.0072 -0.9227 -1.6489 0.5 -0.7 -1.3 0.38
C 5.3419 -0.4900 -1.3589 0.3 -0.2 1.8 0.34
C 6.3821 -1.1428 -2.2285 0.2 -0.2 -0.7 -0.62
H 5.5689 -0.9073 -0.3917 -0.4 0.7 -0.1 -0.49
H 5.3589 0.5940 -1.2508 0.2 0.1 -0.4 0.37
C 5.5509 -2.0539 -3.1448 0.2 -0.8 -0.1 -0.80
H 7.0242 -1.7973 -1.6149 -0.2 0.5 -0.2 0.21
H 7.0456 -0.4369 -2.7352 -0.3 -0.1 -0.1 0.37
C 4.0834 -1.7917 -2.8053 -0.6 0.4 -0.3 -0.38
H 5.8182 -3.0839 -2.8928 -0.2 0.0 -0.1 0.29
H 5.7701 -1.9704 -4.2103 -0.1 0.3 0.1 0.30
H 3.5323 -2.7027 -2.5602 0.0 0.0 -0.1 0.17
H 3.5541 -1.2725 -3.6129 0.1 -0.2 -0.1 0.35
C -6.0255 -2.4731 -1.5734 0.1 -0.3 0.1 -1.77
C -5.3556 -1.1398 -1.8930 0.1 0.0 0.1 1.78
C -4.6268 -1.2053 -3.2299 -0.2 -0.1 -0.1 -1.63
C -6.4455 -0.0766 -1.8549 -0.2 0.3 -0.3 -1.47
O -4.3699 -0.8789 -0.8625 0.7 0.2 -0.2 0.13
Si -3.2437 0.3438 -0.7064 -2.8 0.5 1.3 -0.13
S -1.4609 0.0378 -1.6593 2.5 -0.3 -0.9 -0.47
O -4.1256 1.6692 -1.2134 0.8 0.2 0.0 0.31
C -3.9185 3.1094 -1.1217 0.1 -0.4 -0.1 1.89
C -2.5207 3.4421 -1.6342 0.1 0.3 -0.2 -1.45
C -4.9925 3.7648 -1.9928 0.0 0.0 -0.1 -1.96
C -4.0719 3.5796 0.3243 0.0 0.1 0.0 -1.33
O -3.0449 0.5171 0.9219 0.3 -0.4 0.3 0.05
C -3.9970 0.1866 1.9757 0.1 0.1 0.0 1.88
C -3.5867 0.9748 3.2106 0.2 0.1 0.2 -1.79
C -5.4151 0.5766 1.6088 -0.5 0.1 -0.1 -1.59
C -3.9462 -1.3087 2.2497 0.0 -0.2 0.0 -1.59
H -6.7452 -2.7186 -2.3648 0.2 0.1 0.1 0.44
H -6.5843 -2.4209 -0.6302 0.2 0.0 -0.1 0.35
H -5.2996 -3.2892 -1.5055 0.0 0.1 0.0 0.34
H -5.3165 -1.5301 -4.0160 0.1 0.1 0.0 0.48
H -4.2145 -0.2296 -3.5087 -0.1 -0.1 0.1 0.16
H -3.7984 -1.9191 -3.1631 -0.2 0.1 0.0 0.30
H -6.9410 -0.0851 -0.8787 0.1 0.0 -0.2 0.41
H -6.0426 0.9217 -2.0382 -0.1 -0.2 0.0 0.12
H -7.2149 -0.2944 -2.6069 0.2 0.0 0.1 0.54
H -2.3110 2.9226 -2.5778 -0.1 0.1 0.2 0.30
H -2.4361 4.5270 -1.7943 0.0 -0.3 0.0 0.51
H -1.7560 3.1414 -0.9063 -0.1 0.0 -0.1 0.14
H -5.9982 3.4557 -1.6746 0.3 0.0 -0.1 0.41
H -4.9415 4.8597 -1.9110 0.1 -0.3 0.0 0.43
H -4.8523 3.4963 -3.0481 -0.1 0.0 0.2 0.37
H -5.0950 3.3991 0.6769 0.3 0.1 0.0 0.38
H -3.3518 3.0582 0.9693 -0.3 0.1 -0.1 -0.01
H -3.8811 4.6622 0.3909 0.0 -0.3 -0.1 0.50
H -3.5554 2.0522 3.0146 0.0 -0.2 -0.1 0.36
H -4.3153 0.8059 4.0109 0.1 0.0 -0.1 0.41
H -2.6037 0.6673 3.5794 0.0 0.0 -0.1 0.32
H -5.7563 0.0294 0.7276 0.1 0.2 0.2 0.18
H -6.0873 0.3234 2.4382 0.2 0.1 -0.1 0.63
H -5.4940 1.6508 1.4243 0.0 -0.3 0.0 0.09
H -4.3106 -1.8706 1.3844 0.1 0.1 0.1 0.13
H -2.9213 -1.6228 2.4685 0.0 0.0 0.0 0.25
H -4.5795 -1.5462 3.1124 0.1 0.0 -0.1 0.46
```
Positions in Å, forces in eV/Å.

The LUMO energy (alpha / beta) is -4.33 / -4.41 eV. The value obtained for the energy relative to the best compared isomer or geometry (same formula, charge and spin) is 1.113 eV. The calculation puts the HOMO energy (alpha / beta) at -10.814 / -10.840 eV. As for the net charge: +1. The spin multiplicity is 3. Its total energy is -63840.08877 eV. The expectation value of S² is 2.046.

No. 3
# C22H11Co2FO10S2

A molecular structure, C22H11Co2FO10S2 at a distorted geometry (wB97M-V/def2-TZVPD, the OMol25 dataset).

XYZ file:
```
48
Properties=species:S:1:pos:R:3:forces:R:3:mulliken_charge:R:1
O -0.3233 1.1255 6.1580 0.0 0.3 -0.6 -0.41
C -0.3016 1.1049 4.9986 -0.1 -0.7 1.5 0.06
Co -0.2912 1.0481 3.2460 1.1 -0.9 0.1 0.25
C -1.8182 1.6836 2.7054 -1.0 -0.9 -1.3 0.06
O -2.8422 2.0342 2.2879 1.0 0.1 0.8 -0.42
C 0.7299 2.3511 2.6547 1.0 1.1 -1.2 0.10
O 1.3565 3.2263 2.2273 -0.6 -0.7 0.6 -0.41
C -0.5235 -0.9379 2.5346 -2.0 1.2 -0.9 1.63
C -1.8113 -1.5466 2.8414 -0.4 -0.8 -0.1 0.53
C -2.3424 -1.5408 4.1509 -0.3 -0.1 -0.4 -0.39
C -3.6951 -1.8231 4.3515 0.4 0.1 -0.1 -0.54
C -4.5101 -2.1599 3.2642 -0.1 -0.2 0.1 -0.44
C -3.9413 -2.3682 2.0049 0.1 0.0 0.2 -0.50
C -2.5850 -2.1106 1.7988 -0.2 0.4 0.4 -0.53
C 0.2056 -0.9128 1.3310 -2.8 0.7 -2.5 -0.38
C 0.1597 -0.6384 0.0186 0.5 -0.5 0.9 -0.60
Co 1.2291 -1.2859 2.7358 3.5 0.3 3.0 -0.14
C 1.3902 -1.5476 4.5290 0.4 -0.6 1.3 0.39
O 1.5933 -1.7220 5.6539 -0.5 0.3 -1.5 -0.42
C 2.5417 -0.0883 2.5285 1.5 1.3 -0.1 0.05
O 3.4457 0.6262 2.4450 -1.2 -1.0 0.0 -0.38
C 1.9849 -2.7700 2.1004 0.5 -1.3 -0.2 0.05
O 2.5383 -3.7268 1.7550 -0.8 1.4 0.3 -0.43
H -1.6906 -1.2575 4.9830 -0.3 0.0 -0.3 0.31
H -4.1122 -1.7538 5.3589 0.0 0.0 -0.3 0.33
H -5.5851 -2.2922 3.4168 0.3 0.0 -0.1 0.32
H -4.5637 -2.7093 1.1747 0.2 0.1 0.2 0.35
H -2.1284 -2.2711 0.8202 -0.1 0.2 0.3 0.38
H 1.0845 -0.6139 -0.5532 -0.3 0.0 0.1 -0.07
H -0.7598 -0.3981 -0.5240 0.3 0.0 0.3 0.30
F 0.3468 -1.7774 -2.9712 -0.2 -1.8 -0.2 -0.29
C 0.5986 -0.4666 -2.9858 0.4 2.4 -0.6 -0.10
S -0.5171 0.4570 -4.0042 2.9 -1.2 1.8 1.14
O -1.0933 -0.4120 -5.0059 -0.8 0.3 -0.3 -0.71
O -1.3467 1.3144 -3.1855 -0.4 0.1 -1.0 -0.64
C 0.7612 1.4732 -4.7672 -0.3 0.4 -0.3 0.22
C 2.0629 1.2456 -4.3515 0.5 0.2 -0.1 0.12
C 3.1230 1.9612 -4.9034 -0.3 0.1 0.0 -0.60
C 2.8555 2.9187 -5.8819 0.0 -0.2 0.0 -0.51
C 1.5443 3.1384 -6.3145 0.0 -0.1 0.0 -0.49
C 0.4893 2.4111 -5.7624 0.2 0.0 0.2 -0.59
S 2.3096 -0.0509 -3.1308 -3.4 0.0 0.2 1.25
O 2.7787 0.5741 -1.9080 0.8 -0.2 -0.8 -0.61
O 3.0268 -1.1537 -3.7279 0.9 0.0 0.1 -0.71
H 4.1386 1.7483 -4.5722 -0.2 0.1 -0.1 0.39
H 3.6784 3.4762 -6.3259 -0.2 -0.1 0.1 0.34
H 1.3466 3.8667 -7.1009 0.0 -0.1 0.2 0.34
H -0.5376 2.5504 -6.0988 0.2 0.0 0.1 0.39
```
Positions in Å, forces in eV/Å.

The LUMO energy is 4.35 eV. The value obtained for the energy relative to the best compared isomer or geometry (same formula, charge and spin) is 0.000 eV. The calculation puts the HOMO energy at -1.711 eV. As for the net charge: -2. Its total energy is -143105.02325 eV.

No. 4
# C4H7NO

A molecular structure, C4H7NO at a distorted geometry (wB97M-V/def2-TZVPD, the OMol25 dataset).

XYZ file:
```
13
Properties=species:S:1:pos:R:3:forces:R:3:mulliken_charge:R:1
C -1.0219 -0.5035 0.3264 -6.6 -6.8 -1.7 -0.47
C -0.0458 1.3294 -0.3134 1.7 -2.2 -1.5 -0.76
C 0.8126 0.2963 0.3760 1.3 3.8 -0.3 0.44
C 0.2227 -0.8292 -0.3515 2.1 -2.7 3.9 -0.56
H -1.6954 -1.0075 -0.5635 0.1 -0.1 3.1 0.26
H -1.2704 -0.9515 1.3912 0.4 1.6 -2.0 0.26
H 0.2623 1.1870 -1.3345 -0.1 1.2 -0.8 0.29
H -0.2340 2.2215 0.0632 0.7 4.8 1.3 0.46
H 0.5451 0.2642 1.4261 0.8 -0.2 0.3 0.24
H 2.0396 -1.3524 0.6046 -0.5 2.5 -2.6 0.32
H 0.0366 -0.8019 -1.2947 -0.9 0.8 -5.8 0.39
N 1.6949 -0.6490 -0.2346 0.4 -2.8 4.6 -0.51
O -1.3464 0.7965 -0.0951 0.6 0.1 1.5 -0.35
```
Positions in Å, forces in eV/Å.

The LUMO energy is 0.87 eV. The value obtained for the energy relative to the best compared isomer or geometry (same formula, charge and spin) is 8.209 eV. The calculation puts the HOMO energy at -8.818 eV. Its total energy is -7791.43490 eV.

No. 5
# C15H11FeN5O3

A molecular structure, C15H11FeN5O3 at a distorted geometry (wB97M-V/def2-TZVPD, the OMol25 dataset).

XYZ file:
```
35
Properties=species:S:1:pos:R:3:forces:R:3:mulliken_charge:R:1
O 4.4246 3.2609 2.0613 -1.5 -1.2 -0.7 -0.42
C 3.5564 2.5383 1.7713 3.6 3.1 1.0 0.39
Fe 2.2734 1.3504 1.7177 0.9 -1.1 0.6 0.04
C 3.5714 0.1337 1.6624 2.8 -2.6 0.0 0.29
O 4.5541 -0.4738 1.7901 -1.2 0.9 -0.2 -0.41
C 2.3170 1.2359 3.4917 0.6 0.4 3.8 0.04
O 2.5586 1.3010 4.6279 -0.7 -0.3 -2.2 -0.37
C 0.6519 -0.0247 1.2040 0.0 -1.6 -1.4 0.39
C -0.4146 0.7603 1.7079 -0.8 -0.4 0.2 -0.43
C -0.2937 2.1034 1.8888 0.2 0.5 0.2 -0.58
C 0.8979 2.8065 1.5103 -1.3 2.4 -0.4 -0.50
C 1.4215 2.7202 0.1745 -0.6 0.8 0.2 -0.11
C 1.3795 1.5650 -0.5720 0.1 0.6 -1.6 -1.19
C 1.4933 0.3268 0.1172 -1.4 -1.5 0.8 -0.45
H 0.6854 -1.0837 1.4942 0.0 0.6 -0.1 0.53
H -1.3229 0.2340 2.0401 0.6 0.3 0.0 0.38
H -1.0660 2.6653 2.4186 0.2 -0.2 0.0 0.36
H 1.1674 3.7017 2.0938 -0.6 -0.2 -0.6 0.57
H 1.8725 3.6360 -0.2473 -0.3 -0.4 0.1 0.38
H 1.5015 1.5765 -1.6593 0.4 0.1 0.4 0.40
H 2.1168 -0.4672 -0.3183 -0.5 0.3 0.1 0.73
N -3.6541 -3.3248 -3.5965 0.2 0.6 -0.2 -0.34
C -2.9314 -2.3245 -3.0739 0.1 -0.4 0.7 0.13
N -2.6671 -1.2023 -3.7486 0.4 0.6 0.1 -0.67
C -1.9133 -0.2561 -3.1401 -0.4 -1.4 0.6 -0.24
N -1.3595 -0.3030 -1.8974 0.3 0.4 0.1 -0.35
C -1.6004 -1.3860 -1.1786 -0.9 -1.2 -0.7 0.39
C -2.4207 -2.4646 -1.7368 0.4 -0.8 1.9 0.89
N -2.5246 -3.4489 -0.8197 -0.7 0.2 -1.7 -0.76
C -1.8035 -3.0085 0.2660 1.0 3.1 -1.6 -0.38
N -1.2248 -1.7784 0.0900 -0.7 -1.6 0.6 -0.09
H -3.8078 -4.1606 -3.0543 0.0 0.1 0.0 0.27
H -3.9985 -3.2570 -4.5420 0.0 0.0 0.1 0.27
H -1.7248 0.6513 -3.7173 -0.1 -0.3 0.2 0.40
H -1.7157 -3.6030 1.1744 0.0 0.3 -0.3 0.45
```
Positions in Å, forces in eV/Å.

The LUMO energy (alpha / beta) is 0.15 / -3.18 eV. The value obtained for the energy relative to the best compared isomer or geometry (same formula, charge and spin) is 1.313 eV. The calculation puts the HOMO energy (alpha / beta) at -5.629 / -8.181 eV. The spin multiplicity is 5. Its total energy is -63707.23599 eV. The expectation value of S² is 6.138.

No. 6
# C4H12N2P

2 unconnected molecules or ions with the total composition C4H12N2P at a distorted geometry (wB97M-V/def2-TZVPD, the OMol25 dataset).

XYZ file:
```
19
Properties=species:S:1:pos:R:3:forces:R:3:mulliken_charge:R:1
C 0.4853 1.6482 -0.0750 -1.6 -3.1 1.7 0.22
C -0.5730 0.1734 1.2752 1.5 2.9 -1.7 -0.78
C -1.3228 -0.7771 0.4286 -0.1 -0.6 -0.2 -0.51
C -0.5142 -2.0178 0.0456 -0.4 0.1 0.1 -0.57
N 0.8916 0.9507 -1.0587 0.1 0.1 -0.3 -0.21
N 0.5015 -1.6789 -0.9682 0.2 -0.4 0.0 -0.61
P 0.3924 3.3984 0.1632 -0.3 0.4 -0.2 -0.07
H 0.3116 -0.1739 1.7833 0.1 -0.1 0.2 0.38
H -1.1524 0.9042 1.8189 0.0 0.0 0.2 0.43
H -2.1962 -1.0905 1.0156 0.0 0.0 0.0 0.37
H -1.7259 -0.2943 -0.4646 -0.1 0.0 0.0 0.34
H -0.0196 -2.4049 0.9392 0.0 0.0 -0.1 0.36
H -1.1968 -2.7911 -0.3163 0.1 0.0 0.0 0.32
H 1.3385 1.3576 -1.8789 0.0 0.2 0.1 0.23
H 0.1737 -1.9401 -1.8941 0.1 0.0 0.1 0.28
H 1.3574 -2.1999 -0.7983 -0.1 0.0 -0.1 0.26
H 0.7657 -0.1426 -1.0507 0.1 0.3 0.0 0.36
H 0.8625 3.3706 1.4727 0.1 0.0 0.4 0.11
H 1.6208 3.7080 -0.4376 0.2 0.1 -0.1 0.09
```
Positions in Å, forces in eV/Å.

The LUMO energy is -3.68 eV. The value obtained for the energy relative to the best compared isomer or geometry (same formula, charge and spin) is 2.086 eV. The calculation puts the HOMO energy at -13.524 eV. As for the net charge: +1. Its total energy is -16602.55800 eV.